# 1
C24H33BCl5IN7O3PPrS2 as an isolated structure, computed with ωB97M-V/def2-TZVPD.

- Total charge: +1
- Lowest unoccupied orbital energy (spin up / spin down): -2.240 / -2.239 eV
- E_HOMO (spin up / spin down): -10.147 / -10.141 eV
- Molar mass: 1018.6 Da
- Multiplicity: 3

Each line ends with the Mulliken charge.
CARTESIAN COORDINATES (ANGSTROEM)
Pr -0.0999 0.1062 0.1731  -0.269
C 1.4925 3.0471 -2.6527  -0.728
N 2.5240 2.6313 -1.7191  0.328
C 3.4513 3.4675 -1.1368  -0.450
C 4.2705 2.6818 -0.4039  -0.830
N 3.8648 1.3751 -0.5490  0.352
B 4.7991 0.2226 -0.0195  0.733
N 4.0628 -1.1020 0.3815  0.108
C 4.5893 -2.3240 0.0288  -0.717
C 3.9080 -3.2900 0.6814  -0.641
N 2.9424 -2.6473 1.4301  0.480
C 2.0707 -3.2999 2.3846  -0.816
C 3.0623 -1.3098 1.2436  0.058
S 2.0625 -0.1177 1.9816  -0.393
C 2.8010 1.3567 -1.3531  -0.159
S 1.8823 -0.0169 -1.8670  -0.391
H 1.1416 4.0359 -2.3631  0.356
H 0.6692 2.3369 -2.6060  0.050
H 1.8915 3.0797 -3.6663  0.323
H 3.4274 4.5311 -1.2844  0.508
H 5.1100 2.9331 0.2159  0.504
H 5.3670 0.6705 0.9432  -0.170
H 5.5588 -0.0845 -0.9049  -0.197
H 5.4088 -2.3884 -0.6612  0.527
H 4.0131 -4.3590 0.6866  0.537
H 1.6236 -4.1806 1.9232  0.388
H 1.2975 -2.5918 2.6730  -0.030
H 2.6362 -3.5991 3.2673  0.376
Cl -3.2372 -0.1873 2.9152  -0.202
C -2.3846 1.3604 2.8227  1.101
C -1.3770 1.5130 1.8927  -0.767
C -0.7908 2.7593 1.8817  1.142
Cl 0.5194 3.0217 0.6993  -0.161
C -1.1323 3.8192 2.7148  -0.840
Cl -0.3354 5.3359 2.6164  -0.182
C -2.1581 3.6105 3.6370  0.816
Cl -2.6310 4.8769 4.6908  -0.179
C -2.7974 2.3677 3.6941  -0.648
Cl -4.0675 2.1212 4.8253  -0.181
N -0.8482 -2.0588 1.3373  0.119
C -1.4742 -2.7326 2.0434  -0.302
N -2.1760 -3.4869 2.8350  0.495
C -3.5856 -3.7952 2.5579  -0.522
C -3.8378 -5.2356 2.9649  -0.642
O -3.4649 -5.4423 4.3118  -0.389
C -2.0816 -5.2296 4.5076  -0.689
C -1.7156 -3.7893 4.2006  -0.385
H -3.7796 -3.6333 1.4985  0.401
H -4.2135 -3.1194 3.1455  0.268
H -3.2792 -5.9169 2.3103  0.328
H -4.8990 -5.4676 2.8903  0.360
H -1.5010 -5.9108 3.8720  0.310
H -1.8692 -5.4576 5.5510  0.376
H -0.6407 -3.6224 4.2552  0.405
H -2.2150 -3.1090 4.8964  0.248
N -0.9147 -3.0754 -3.2518  -0.356
C -0.4668 -2.5858 -2.0960  0.489
O -1.0291 -1.6336 -1.5405  -0.249
C 0.7052 -3.2720 -1.4449  0.147
I 2.1653 -4.0791 -2.7539  0.098
H -1.7063 -2.6354 -3.6890  0.247
H -0.3895 -3.7717 -3.7570  0.119
H 0.3187 -4.1077 -0.8624  0.534
H 1.2304 -2.5825 -0.7869  -0.878
C -3.1637 1.2754 -3.3762  -1.290
P -2.8190 1.4396 -1.6326  1.467
C -3.7903 0.2133 -0.7722  -0.798
C -3.3827 3.0425 -1.0897  -1.099
O -1.3296 1.2689 -1.3651  -0.312
H -4.2346 1.3356 -3.5687  0.431
H -2.7844 0.3131 -3.7185  0.253
H -2.6554 2.0657 -3.9276  0.367
H -4.8511 0.3492 -0.9851  0.533
H -3.6354 0.3159 0.3036  -0.013
H -3.4775 -0.7813 -1.0926  0.181
H -4.4362 3.1917 -1.3243  0.448
H -2.7917 3.8192 -1.5748  0.342
H -3.2372 3.1138 -0.0104  0.222



# 2
A 11-piece molecular cluster, C32H91N5O11 overall in a non-equilibrium geometry, computed with ωB97M-V/def2-TZVPD.

- Total charge: -1
- Lowest unoccupied orbital energy (spin up / spin down): 2.255 / 2.210 eV
- E_HOMO (spin up / spin down): 0.907 / -7.010 eV
- Molar mass: 722.1 Da
- Multiplicity: 2

Each line ends with the Mulliken charge.
CARTESIAN COORDINATES (ANGSTROEM)
C 1.7539 1.7046 5.4191  -2.010
C 1.6732 1.1136 4.0228  2.327
C 2.7437 0.0713 3.5481  -0.591
O 4.0451 0.5982 3.7655  -0.090
C 5.0530 -0.3673 3.3737  -1.098
N 0.3430 0.5252 3.9405  -0.097
H 0.8699 2.2974 5.6544  0.427
H 2.6597 2.2993 5.5371  0.272
H 1.7773 0.7886 6.0094  0.427
H 1.6280 1.9750 3.3564  -0.424
H 2.2799 0.0078 2.5638  -0.251
H 2.5829 -0.8787 4.0579  0.400
H 4.6662 -0.7971 2.4497  0.199
H 5.1206 -1.1037 4.1745  0.298
H 6.0217 0.0969 3.1891  0.321
H 0.3000 0.1236 3.0148  -0.735
H -0.2397 1.3472 3.8700  0.381
C -4.3951 -1.5732 3.2612  -1.466
C -3.1496 -1.6135 4.0448  -0.153
C -2.0001 -2.5992 3.7025  0.139
O -2.5038 -3.9654 3.7166  -0.124
C -1.5013 -4.9050 3.2606  -1.264
N -2.6640 -0.3057 4.4350  -0.526
H -4.2043 -1.5466 2.1884  -0.015
H -5.1503 -0.8160 3.4724  0.438
H -4.9705 -2.4989 3.2641  0.402
H -3.5726 -2.0811 4.9340  0.263
H -1.2905 -2.6270 4.5295  0.443
H -1.4987 -2.3831 2.7591  -0.249
H -1.8958 -5.9208 3.2372  0.346
H -0.6686 -4.9897 3.9588  0.448
H -1.0789 -4.5598 2.3169  0.199
H -1.7785 -0.4192 4.9072  0.176
H -3.2541 0.1095 5.1418  0.374
C 4.0661 3.6183 -1.8420  -1.453
C 3.1225 2.5850 -2.5384  -0.026
C 3.0162 1.3189 -1.6744  0.360
O 4.3795 0.8251 -1.6401  -0.213
C 4.6091 -0.2448 -0.8250  -0.426
N 1.8309 3.1879 -2.7496  0.049
H 3.6297 4.0285 -0.9313  0.145
H 4.2979 4.3664 -2.6002  0.444
H 5.0032 3.1589 -1.5278  0.380
H 3.4863 2.3022 -3.5263  0.506
H 2.2207 0.7439 -2.1484  0.110
H 2.6321 1.6751 -0.7185  -0.113
H 4.0610 -0.2394 0.1172  -0.230
H 5.6496 -0.3990 -0.5393  0.333
H 4.2006 -1.1042 -1.3566  0.261
H 1.0587 2.6217 -3.0710  -0.127
H 1.9988 3.8735 -3.4720  0.340
C -3.5408 -0.6032 -4.6661  -1.505
C -2.5618 -1.7990 -4.9925  0.163
C -1.1771 -1.5941 -4.3789  1.006
O -0.4222 -2.7983 -4.4658  -0.471
C 0.8754 -2.5946 -3.9770  -0.747
N -3.2453 -3.0213 -4.5553  -0.851
H -3.6080 -0.4291 -3.5922  0.197
H -4.4601 -0.9930 -5.1033  0.464
H -3.3303 0.2192 -5.3497  0.409
H -2.3868 -1.7493 -6.0672  0.300
H -1.2897 -1.3095 -3.3327  -0.329
H -0.7123 -0.8020 -4.9660  -0.147
H 0.8567 -2.1387 -2.9871  0.041
H 1.5232 -2.0367 -4.6532  0.367
H 1.3147 -3.5701 -3.7679  0.400
H -3.6686 -3.0149 -3.6383  0.272
H -2.5936 -3.7794 -4.4120  0.372
C 3.6603 -5.2815 2.3718  -1.882
C 3.3982 -4.8848 0.9369  0.066
C 3.5181 -3.3491 0.7141  -1.581
O 2.7631 -2.4055 1.4760  0.913
C 1.4092 -2.7190 1.5569  0.800
N 4.3581 -5.4391 -0.0324  -0.706
H 2.6972 -5.0697 2.8361  0.151
H 4.4500 -4.6820 2.8246  -0.003
H 3.7751 -6.3518 2.5429  0.873
H 2.3680 -5.1338 0.6821  0.346
H 3.3632 -3.1756 -0.3508  0.340
H 4.5499 -3.0186 0.8334  0.338
H 1.0729 -2.6395 0.5231  0.601
H 0.9586 -1.8833 2.0924  -0.908
H 1.1482 -3.6015 2.1409  -0.357
H 4.7093 -6.3361 0.2709  0.345
H 5.1947 -4.8831 0.0725  0.408
C 1.0345 1.7245 -5.8203  -1.171
C -0.2216 2.1131 -5.1503  -0.622
O -0.3449 1.5254 -3.8547  0.010
H 1.3713 2.5574 -6.4375  0.457
H 0.8792 0.8809 -6.4928  0.362
H 1.7908 1.6841 -5.0364  0.016
H -1.1161 1.9081 -5.7384  0.502
H -0.3502 3.1532 -4.8508  0.358
H -1.2482 1.6365 -3.5493  -0.117
C -4.8715 3.2224 -2.6804  -1.344
C -4.0135 2.5771 -1.6127  0.017
O -2.7712 2.5143 -2.1806  0.013
H -4.2796 3.9252 -3.2668  0.296
H -5.6689 3.8289 -2.2510  0.398
H -5.2926 2.5525 -3.4300  0.299
H -4.3890 1.5903 -1.3419  0.330
H -4.0774 3.2263 -0.7395  -0.273
H -2.4279 3.4108 -2.1668  0.188
C -3.2126 4.7311 2.6915  -1.106
C -3.0018 5.2269 1.2079  -0.499
O -2.1778 4.3467 0.5140  -0.082
H -4.1089 5.2327 3.0563  0.419
H -2.3062 4.8113 3.2916  0.256
H -3.3557 3.6520 2.6348  0.168
H -2.8225 6.2995 1.2819  0.315
H -3.9961 5.2750 0.7638  0.388
H -1.2747 4.2391 0.8213  -0.203
C -1.9969 -4.1566 -1.5936  -1.269
C -2.2877 -3.2502 -0.4274  0.769
O -2.5848 -1.9628 -0.9584  -0.526
H -1.2699 -3.7220 -2.2796  0.095
H -2.9700 -4.3805 -2.0305  0.291
H -1.5832 -5.1460 -1.3985  0.463
H -1.4184 -3.1728 0.2257  -0.383
H -3.1030 -3.6395 0.1824  0.223
H -2.1571 -1.3445 -0.3615  -0.110
C -0.8103 0.6956 -0.5529  -0.251
C -1.2687 0.9907 0.9289  0.668
O -1.7111 -0.2363 1.4516  0.262
H -0.3735 1.5927 -0.9916  0.273
H -1.6596 0.5098 -1.2103  -0.151
H -0.1474 -0.1610 -0.4307  0.333
H -2.1120 1.6677 0.7920  0.079
H -0.5311 1.5524 1.5020  -0.077
H -2.2297 -0.0938 2.2469  -0.230
C 0.7942 4.6572 1.8821  -1.507
C 1.6013 4.2776 0.6607  0.233
O 0.7676 4.2185 -0.4701  -0.518
H 0.4498 5.6739 1.6928  0.460
H 1.3715 4.7269 2.8041  0.450
H -0.0783 4.0237 2.0412  0.096
H 2.2525 3.4127 0.7872  0.191
H 2.1894 5.1552 0.3924  0.324
H 1.1877 3.7093 -1.1671  0.222



# 3
An isolated ion of composition C19H31N6O and charge +1 in a non-equilibrium geometry, computed with ωB97M-V/def2-TZVPD.

- SMILES: CC(C)[C@@H](c1nnnn1Cc1ccco1)[NH+]1CCN(C2CCCC2)CC1
- Total charge: +1
- Lowest unoccupied orbital energy: -2.437 eV
- E_HOMO: -11.483 eV
- Molar mass: 359.5 Da

Each line ends with the natural charge from an NBO analysis.
CARTESIAN COORDINATES (ANGSTROEM)
C 3.8538 0.1392 -1.6759  -0.628
H 4.8496 -0.2330 -1.9003  0.249
H 3.3999 0.4465 -2.6166  0.214
H 3.9801 1.0101 -1.0354  0.201
C 3.0396 -0.9737 -1.0160  -0.225
C 3.1359 -2.2478 -1.8557  -0.610
H 2.5935 -3.0702 -1.3961  0.220
H 4.1759 -2.5502 -1.9375  0.242
H 2.7571 -2.0800 -2.8619  0.207
H 3.4447 -1.1977 -0.0253  0.227
C 1.5566 -0.5609 -0.8705  -0.080
C 0.7657 -1.5957 -0.1470  0.307
N 0.7270 -1.7633 1.1580  -0.326
N -0.0911 -2.7797 1.3860  -0.033
N -0.5514 -3.2427 0.3089  -0.031
N -0.0477 -2.5331 -0.7016  -0.175
C -0.4445 -2.7821 -2.0697  -0.271
C -1.4393 -1.7726 -2.5398  0.228
C -2.7897 -1.8407 -2.6939  -0.254
C -3.1993 -0.5740 -3.1819  -0.291
C -2.0722 0.1742 -3.2822  0.087
O -0.9905 -0.5352 -2.8894  -0.439
H -1.9026 1.1791 -3.6138  0.213
H -4.1964 -0.2729 -3.4245  0.248
H -3.4144 -2.6859 -2.4940  0.246
H -0.9045 -3.7714 -2.0792  0.274
H 0.4419 -2.7809 -2.7093  0.236
H 1.1321 -0.4327 -1.8744  0.258
N 1.4022 0.7605 -0.1738  -0.348
H 1.9088 1.4481 -0.7460  0.436
C -0.0180 1.1905 -0.1251  -0.260
H -0.4328 1.1649 -1.1343  0.235
C -0.1159 2.6145 0.4536  -0.228
N 0.4997 2.7513 1.7405  -0.449
C 1.8506 2.2748 1.7176  -0.223
C 1.9925 0.8356 1.1894  -0.275
H 3.0469 0.5689 1.1444  0.228
H 1.4754 0.1152 1.8254  0.277
H 2.2762 2.3197 2.7196  0.240
H 2.4410 2.9432 1.0731  0.189
C -0.2805 2.5997 2.9597  -0.035
C -1.3734 3.6886 3.0478  -0.420
C -2.7157 2.9631 3.2143  -0.409
H -3.5201 3.4596 2.6750  0.219
C -2.4688 1.5411 2.7135  -0.404
H -3.1736 0.8285 3.1373  0.228
H -2.5605 1.4934 1.6259  0.178
C -1.0369 1.2678 3.1641  -0.430
H -1.0448 1.0431 4.2306  0.223
H -0.5774 0.4182 2.6624  0.201
H -2.9893 2.9287 4.2683  0.210
H -1.1848 4.3552 3.8860  0.230
H -1.3598 4.3000 2.1468  0.210
H 0.4424 2.7347 3.7669  0.210
H -1.1660 2.8941 0.5128  0.241
H 0.3782 3.3064 -0.2442  0.194
H -0.5652 0.4905 0.5060  0.240



# 4
C3H7Br2N as an isolated structure in a non-equilibrium geometry, computed with ωB97M-V/def2-TZVPD.

- Lowest unoccupied orbital energy (spin up / spin down): -1.354 / -0.167 eV
- E_HOMO (spin up / spin down): -7.581 / -9.240 eV
- Molar mass: 216.9 Da

Each line ends with the natural charge from an NBO analysis.
CARTESIAN COORDINATES (ANGSTROEM)
C 0.9895 0.2124 1.3169  -0.699
C -0.1720 0.6061 -1.0005  -0.707
C 0.0895 -0.2244 0.1948  0.008
N -2.3722 0.1944 1.6626  -0.607
Br -1.6211 1.3682 2.8320  0.254
Br -3.5364 0.9629 0.4557  0.219
H 2.0232 0.2519 0.9885  0.226
H 0.4631 1.1376 1.6581  0.224
H 0.9392 -0.6111 2.0221  0.218
H -0.6588 -0.0128 -1.9019  0.224
H 0.6743 1.0853 -1.4741  0.226
H -0.7882 1.4900 -0.8305  0.231
H -0.3887 -1.0783 0.4476  0.182



Energy above the lowest of the compared OMol25 structures with the same formula, charge and spin / eV: 0.000; 2.189; 0.513; 3.958